Record 1
{"formula": "C58H131N7O11", "method": "ωB97M-V with the def2-TZVPD basis set", "elements": ["C", "C", "C", "N", "C", "C", "C", "C", "C", "C", "H", "H", "H", "H", "H", "H", "H", "H", "H", "H", "H", "H", "H", "H", "H", "H", "H", "H", "H", "H", "C", "C", "C", "N", "C", "C", "C", "C", "C", "C", "H", "H", "H", "H", "H", "H", "H", "H", "H", "H", "H", "H", "H", "H", "H", "H", "H", "H", "H", "H", "C", "C", "C", "N", "C", "C", "C", "C", "C", "C", "H", "H", "H", "H", "H", "H", "H", "H", "H", "H", "H", "H", "H", "H", "H", "H", "H", "H", "H", "H", "C", "C", "C", "N", "C", "C", "C", "C", "C", "C", "H", "H", "H", "H", "H", "H", "H", "H", "H", "H", "H", "H", "H", "H", "H", "H", "H", "H", "H", "H", "C", "C", "C", "N", "C", "C", "C", "C", "C", "C", "H", "H", "H", "H", "H", "H", "H", "H", "H", "H", "H", "H", "H", "H", "H", "H", "H", "H", "H", "H", "C", "N", "C", "C", "C", "C", "O", "H", "H", "H", "H", "H", "H", "H", "H", "H", "H", "H", "H", "H", "H", "C", "N", "C", "C", "C", "C", "O", "H", "H", "H", "H", "H", "H", "H", "H", "H", "H", "H", "H", "H", "H", "O", "C", "O", "O", "H", "O", "C", "O", "O", "H", "O", "C", "O", "O", "H"], "xyz": [[7.990, 3.638, -8.904], [6.876, 2.645, -8.536], [7.321, 1.728, -7.396], [6.261, 0.622, -7.104], [6.629, -0.220, -5.773], [7.903, -1.107, -6.077], [7.637, -2.075, -7.210], [7.254, -1.326, -8.527], [6.085, -0.281, -8.342], [4.844, 1.223, -6.771], [8.275, 4.209, -8.021], [7.562, 4.328, -9.632], [8.981, 3.287, -9.191], [6.444, 2.343, -9.491], [6.034, 3.134, -8.045], [7.627, 2.222, -6.473], [8.203, 1.193, -7.749], [6.836, 0.451, -4.939], [5.824, -0.892, -5.474], [8.699, -0.454, -6.433], [8.071, -1.627, -5.133], [8.540, -2.671, -7.343], [6.803, -2.726, -6.948], [8.183, -0.980, -8.981], [6.980, -1.998, -9.340], [5.692, 0.106, -9.281], [5.260, -0.839, -7.898], [5.073, 1.840, -5.902], [4.126, 0.481, -6.421], [4.352, 1.705, -7.616], [0.412, -8.896, 0.254], [0.332, -9.652, -1.095], [1.379, -9.221, -2.195], [1.177, -9.937, -3.606], [2.007, -9.282, -4.702], [2.276, -10.266, -5.902], [2.826, -11.683, -5.583], [1.858, -12.287, -4.581], [1.559, -11.463, -3.326], [-0.301, -9.813, -3.994], [-0.082, -7.931, 0.142], [1.460, -8.876, 0.553], [-0.123, -9.461, 1.018], [-0.656, -9.285, -1.375], [0.167, -10.722, -0.973], [2.406, -9.344, -1.852], [1.243, -8.153, -2.364], [2.949, -9.179, -4.163], [1.685, -8.262, -4.910], [3.051, -9.858, -6.550], [1.318, -10.374, -6.411], [3.823, -11.700, -5.142], [2.871, -12.244, -6.517], [2.029, -13.323, -4.289], [0.917, -12.447, -5.107], [2.388, -11.343, -2.628], [0.819, -11.920, -2.671], [-0.707, -8.804, -4.068], [-0.894, -10.284, -3.210], [-0.461, -10.300, -4.956], [3.787, -3.873, 8.522], [4.089, -3.757, 7.065], [5.609, -3.582, 6.890], [6.109, -3.674, 5.451], [5.291, -2.719, 4.658], [5.942, -2.449, 3.298], [7.453, -2.253, 3.301], [8.252, -3.230, 4.147], [7.593, -3.227, 5.576], [6.015, -5.092, 4.846], [3.350, -4.843, 8.761], [3.016, -3.122, 8.696], [4.562, -3.573, 9.227], [3.664, -2.804, 6.752], [3.686, -4.586, 6.482], [6.171, -4.330, 7.449], [5.966, -2.644, 7.316], [5.163, -1.813, 5.250], [4.292, -3.135, 4.523], [5.414, -1.578, 2.910], [5.713, -3.240, 2.584], [7.650, -1.322, 3.830], [7.918, -2.108, 2.326], [9.269, -2.840, 4.183], [8.267, -4.197, 3.645], [7.627, -2.209, 5.963], [7.929, -4.042, 6.217], [5.814, -5.102, 3.775], [5.259, -5.759, 5.261], [6.945, -5.659, 4.811], [-1.906, 8.265, -3.873], [-2.174, 9.781, -3.893], [-3.318, 10.213, -2.954], [-3.929, 11.659, -2.934], [-2.859, 12.828, -2.712], [-2.284, 12.777, -1.257], [-3.349, 13.020, -0.214], [-4.514, 11.930, -0.460], [-5.021, 11.764, -1.907], [-4.607, 11.877, -4.260], [-1.013, 8.030, -4.452], [-2.710, 7.589, -4.165], [-1.671, 8.067, -2.827], [-2.376, 10.126, -4.907], [-1.332, 10.409, -3.600], [-2.963, 10.007, -1.945], [-4.146, 9.506, -3.007], [-2.006, 12.624, -3.360], [-3.448, 13.669, -3.077], [-1.730, 11.849, -1.121], [-1.465, 13.495, -1.200], [-3.096, 12.802, 0.823], [-3.616, 14.067, -0.355], [-4.265, 10.990, 0.032], [-5.340, 12.246, 0.177], [-5.599, 10.842, -1.968], [-5.767, 12.520, -2.155], [-5.176, 12.806, -4.235], [-5.280, 11.019, -4.284], [-3.852, 11.818, -5.044], [-6.646, 2.778, 0.716], [-6.598, 1.243, 0.518], [-7.968, 0.490, 0.607], [-8.138, -0.871, -0.157], [-9.486, -1.271, 0.482], [-9.906, -2.636, 0.016], [-8.963, -3.773, 0.215], [-7.469, -3.424, -0.161], [-7.046, -1.967, 0.201], [-8.270, -0.728, -1.695], [-7.374, 3.253, 0.058], [-5.597, 3.074, 0.694], [-6.975, 3.039, 1.722], [-5.837, 0.879, 1.208], [-6.172, 1.147, -0.480], [-8.731, 1.201, 0.290], [-7.997, 0.251, 1.670], [-9.254, -1.436, 1.535], [-10.280, -0.533, 0.370], [-10.741, -2.959, 0.638], [-10.149, -2.658, -1.046], [-9.061, -4.241, 1.194], [-9.275, -4.522, -0.512], [-6.720, -4.119, 0.219], [-7.340, -3.650, -1.220], [-7.029, -1.932, 1.290], [-6.078, -1.636, -0.176], [-8.300, -1.768, -2.018], [-7.356, -0.190, -1.946], [-9.113, -0.052, -1.838], [-5.494, -5.194, 6.842], [-6.022, -4.053, 7.794], [-7.511, -4.332, 8.075], [-5.263, -4.005, 9.134], [-5.948, -2.621, 7.126], [-4.565, -2.052, 6.769], [-3.904, -2.957, 5.904], [-5.647, -6.110, 7.413], [-4.418, -5.018, 6.856], [-5.951, -5.203, 5.853], [-7.517, -5.409, 8.246], [-8.085, -4.256, 7.152], [-7.963, -3.778, 8.898], [-5.374, -4.958, 9.652], [-5.640, -3.197, 9.760], [-4.223, -3.762, 8.912], [-6.344, -1.914, 7.856], [-6.579, -2.737, 6.245], [-3.889, -1.958, 7.619], [-4.645, -1.071, 6.299], [-3.115, -2.559, 5.530], [-0.335, 6.052, 5.713], [0.779, 7.025, 5.173], [0.308, 7.567, 3.834], [0.828, 8.129, 6.190], [2.041, 6.231, 4.869], [2.410, 5.183, 5.860], [2.799, 5.871, 7.137], [-1.200, 6.704, 5.836], [-0.166, 5.664, 6.718], [-0.727, 5.316, 5.011], [-0.522, 8.250, 4.012], [0.205, 6.763, 3.105], [1.094, 8.148, 3.350], [1.490, 8.875, 5.751], [0.983, 7.691, 7.176], [-0.145, 8.618, 6.233], [2.808, 6.979, 4.670], [1.957, 5.739, 3.899], [3.140, 4.586, 5.315], [1.603, 4.491, 6.104], [2.490, 5.445, 7.940], [-2.869, -1.819, -5.733], [-2.174, -1.658, -6.813], [-2.403, -0.728, -7.607], [-1.252, -2.550, -6.911], [-2.217, -2.455, -5.429], [5.279, 4.124, -0.884], [5.522, 5.381, -1.071], [4.618, 5.906, -1.639], [6.607, 5.902, -0.711], [4.462, 4.373, -1.322], [-0.026, 0.984, -0.584], [-0.050, 0.149, 0.415], [-0.059, 0.579, 1.596], [-0.149, -1.052, 0.136], [-0.253, 0.205, -1.096]], "max_force_ev_per_a": 8.197, "lumo_energy_ha": -0.228, "energy_ev": -95178.86257, "homo_lumo_gap_ev": 3.28, "molar_mass_da": 1102.72, "total_charge": 4}

Record 2
{"formula": "C58H145N11O13", "method": "ωB97M-V with the def2-TZVPD basis set", "elements": ["C", "C", "C", "C", "C", "C", "N", "O", "C", "C", "C", "H", "H", "H", "H", "H", "H", "H", "H", "H", "H", "H", "H", "H", "H", "H", "H", "H", "H", "H", "C", "C", "C", "C", "C", "C", "N", "O", "C", "C", "C", "H", "H", "H", "H", "H", "H", "H", "H", "H", "H", "H", "H", "H", "H", "H", "H", "H", "H", "H", "C", "O", "C", "C", "N", "C", "C", "O", "C", "H", "H", "H", "H", "H", "H", "H", "H", "H", "H", "H", "H", "H", "H", "H", "C", "O", "C", "C", "N", "C", "C", "O", "C", "H", "H", "H", "H", "H", "H", "H", "H", "H", "H", "H", "H", "H", "H", "H", "C", "C", "C", "O", "C", "N", "H", "H", "H", "H", "H", "H", "H", "H", "H", "H", "H", "C", "C", "C", "O", "C", "N", "H", "H", "H", "H", "H", "H", "H", "H", "H", "H", "H", "C", "C", "C", "O", "C", "N", "H", "H", "H", "H", "H", "H", "H", "H", "H", "H", "H", "C", "C", "C", "O", "C", "N", "H", "H", "H", "H", "H", "H", "H", "H", "H", "H", "H", "C", "C", "C", "O", "C", "N", "H", "H", "H", "H", "H", "H", "H", "H", "H", "H", "H", "C", "C", "C", "O", "C", "N", "H", "H", "H", "H", "H", "H", "H", "H", "H", "H", "H", "C", "C", "C", "O", "C", "N", "H", "H", "H", "H", "H", "H", "H", "H", "H", "H", "H"], "xyz": [[2.849, 2.168, 5.167], [3.192, 2.568, 3.710], [4.132, 3.846, 3.588], [5.654, 3.538, 3.685], [6.059, 2.502, 2.639], [5.274, 1.157, 2.735], [3.801, 1.485, 2.851], [3.036, 0.301, 2.950], [5.531, 0.318, 1.478], [5.706, 0.249, 3.958], [1.884, 2.973, 3.033], [2.051, 1.487, 5.462], [2.775, 3.113, 5.705], [3.671, 1.788, 5.774], [3.885, 4.644, 2.887], [4.067, 4.353, 4.551], [5.912, 3.143, 4.668], [6.275, 4.431, 3.759], [7.127, 2.289, 2.686], [5.964, 2.961, 1.655], [6.610, 0.264, 1.335], [4.906, -0.576, 1.492], [5.161, 0.934, 0.659], [6.760, -0.030, 3.960], [5.447, 0.577, 4.964], [5.147, -0.682, 3.863], [1.479, 3.876, 3.490], [1.100, 2.218, 3.098], [2.015, 3.181, 1.971], [2.403, 0.444, 2.243], [-2.303, -0.758, 0.614], [-1.267, -1.040, -0.440], [-1.841, -0.458, -1.782], [-0.773, -0.139, -2.783], [0.276, 0.721, -2.240], [1.080, 0.075, -1.116], [0.071, -0.424, -0.037], [0.598, -0.911, 1.165], [1.934, -1.079, -1.541], [1.878, 1.225, -0.528], [-1.047, -2.626, -0.611], [-1.965, -0.962, 1.630], [-3.214, -1.309, 0.377], [-2.533, 0.307, 0.607], [-2.451, -1.210, -2.281], [-2.602, 0.300, -1.599], [-1.252, 0.430, -3.580], [-0.326, -1.087, -3.082], [-0.082, 1.745, -2.128], [0.900, 0.859, -3.123], [1.361, -1.841, -2.069], [2.511, -0.670, -2.371], [2.594, -1.515, -0.791], [1.169, 2.037, -0.368], [2.214, 1.068, 0.497], [2.639, 1.684, -1.158], [-0.162, -3.069, -0.156], [-0.955, -2.945, -1.649], [-1.900, -3.165, -0.198], [0.483, -1.842, 0.960], [-2.972, -0.875, 4.476], [-3.234, 0.079, 5.392], [-3.096, -0.352, 6.731], [-4.181, 0.175, 7.657], [-4.431, -0.515, 8.968], [-5.638, 0.082, 9.646], [-6.159, -0.941, 10.698], [-7.192, -0.371, 11.511], [-8.320, -1.172, 12.012], [-2.896, -1.938, 4.704], [-2.035, -0.802, 3.924], [-3.778, -0.633, 3.783], [-2.157, 0.015, 7.144], [-3.260, -1.411, 6.931], [-5.083, -0.134, 7.129], [-3.923, 1.231, 7.742], [-3.728, -0.226, 9.633], [-6.469, 0.224, 8.955], [-5.459, 0.999, 10.208], [-5.337, -1.138, 11.387], [-6.372, -1.926, 10.283], [-9.184, -1.071, 11.355], [-8.719, -0.909, 12.991], [-8.146, -2.248, 12.000], [1.651, 0.884, -7.123], [2.064, -0.213, -6.297], [1.136, -1.213, -6.204], [1.519, -2.227, -5.091], [2.854, -2.811, -5.376], [2.930, -3.710, -6.591], [4.333, -4.412, -6.701], [4.023, -5.625, -7.366], [5.168, -6.452, -7.565], [1.774, 0.505, -8.138], [2.356, 1.713, -7.180], [0.656, 1.305, -6.978], [0.992, -1.801, -7.111], [0.183, -0.772, -5.912], [0.573, -2.754, -4.962], [1.593, -1.605, -4.199], [3.429, -2.025, -5.645], [2.868, -3.178, -7.541], [2.161, -4.479, -6.514], [4.707, -4.669, -5.710], [5.095, -3.797, -7.179], [4.917, -7.409, -8.023], [5.756, -6.596, -6.659], [5.865, -5.943, -8.231], [-3.663, 6.226, 0.123], [-4.260, 4.722, -0.092], [-3.254, 3.624, 0.233], [-2.686, 3.894, 1.537], [-1.799, 2.922, 1.954], [-5.450, 4.613, 0.755], [-2.882, 6.055, 0.864], [-4.402, 6.946, 0.473], [-3.142, 6.587, -0.764], [-4.622, 4.628, -1.116], [-2.649, 3.514, -0.667], [-3.857, 2.716, 0.221], [-1.509, 3.159, 2.977], [-1.007, 2.738, 1.228], [-2.379, 2.004, 2.053], [-5.949, 5.480, 0.618], [-5.100, 4.605, 1.702], [7.956, 3.260, -2.021], [7.266, 1.966, -1.620], [5.864, 1.822, -2.192], [5.817, 1.887, -3.627], [4.529, 1.632, -4.081], [7.951, 0.790, -2.109], [8.656, 3.589, -1.253], [7.219, 4.060, -1.945], [8.433, 3.129, -2.992], [7.186, 1.901, -0.535], [5.101, 2.478, -1.775], [5.425, 0.878, -1.868], [3.759, 2.133, -3.494], [4.354, 0.612, -3.741], [4.485, 1.857, -5.147], [7.659, 0.810, -3.075], [7.651, -0.163, -1.960], [-6.350, -2.416, -2.814], [-6.794, -2.550, -1.389], [-7.491, -3.941, -1.043], [-8.811, -3.813, -1.620], [-9.586, -5.118, -1.582], [-5.624, -2.281, -0.667], [-5.658, -3.254, -2.903], [-5.819, -1.467, -2.881], [-7.073, -2.579, -3.613], [-7.647, -1.890, -1.229], [-7.697, -4.154, 0.006], [-6.867, -4.740, -1.444], [-10.527, -5.109, -2.132], [-9.728, -5.300, -0.517], [-9.035, -5.955, -2.011], [-5.602, -2.694, 0.255], [-5.638, -1.280, -0.533], [6.387, -1.995, -3.741], [6.598, -3.060, -2.645], [7.355, -2.573, -1.414], [8.603, -1.992, -1.691], [9.510, -2.750, -2.431], [5.285, -3.678, -2.352], [5.819, -1.182, -3.288], [5.793, -2.362, -4.578], [7.223, -1.659, -4.355], [7.123, -3.929, -3.041], [7.584, -3.391, -0.731], [6.798, -1.936, -0.727], [9.222, -2.595, -3.471], [9.421, -3.805, -2.171], [10.565, -2.586, -2.212], [4.808, -3.961, -3.196], [4.583, -3.069, -1.957], [-0.008, 4.785, -3.412], [-0.547, 4.645, -4.809], [-0.895, 6.035, -5.512], [0.240, 6.710, -6.088], [-0.085, 8.071, -6.357], [0.602, 3.978, -5.436], [-0.649, 5.449, -2.831], [0.960, 5.279, -3.328], [-0.047, 3.793, -2.963], [-1.426, 4.001, -4.795], [-1.504, 6.498, -4.737], [-1.710, 5.782, -6.191], [-1.064, 8.073, -6.835], [0.662, 8.441, -7.059], [-0.111, 8.798, -5.545], [0.257, 3.872, -6.379], [1.341, 4.660, -5.526], [0.704, -3.205, 5.706], [0.324, -3.264, 4.231], [1.325, -4.070, 3.335], [1.124, -3.915, 1.901], [1.976, -4.785, 1.141], [-0.945, -3.863, 3.868], [1.371, -2.349, 5.811], [1.295, -4.063, 6.026], [-0.160, -3.059, 6.354], [0.263, -2.261, 3.809], [1.452, -5.133, 3.540], [2.298, -3.663, 3.609], [1.919, -5.841, 1.405], [3.042, -4.671, 1.337], [1.773, -4.703, 0.073], [-0.835, -4.862, 3.970], [-0.744, -3.693, 2.893], [-7.454, 1.571, -0.898], [-7.376, 0.986, 0.598], [-8.686, 0.258, 0.796], [-8.780, -0.100, 2.126], [-8.504, -1.483, 2.349], [-6.124, 0.359, 0.625], [-8.437, 1.911, -1.224], [-7.251, 0.756, -1.592], [-6.761, 2.363, -1.180], [-7.399, 1.900, 1.191], [-8.750, -0.575, 0.097], [-9.425, 1.039, 0.617], [-7.417, -1.521, 2.271], [-8.903, -2.294, 1.740], [-8.743, -1.528, 3.411], [-5.419, 1.080, 0.566], [-5.946, 0.017, 1.559]], "smiles": "CC1(C)CCCC(C)(C)N1O.CC1(C)CCCC(C)(C)N1O.COC[C@H](C)N.COC[C@H](C)N.COC[C@H](C)N.COC[C@H](C)N.COC[C@H](C)N.COC[C@H](C)N.COC[C@H](C)N.COCCNCCOC.COCCNCCOC", "max_force_ev_per_a": 5.487, "lumo_energy_ha": 0.016, "energy_ev": -105488.13450, "homo_lumo_gap_ev": 8.19, "molar_mass_da": 1204.86}